# 1
Computed, not measured: C21H20F4N12Zn as an isolated structure, with ωB97M-V with the def2-TZVPD basis set.

```
! wB97M-V def2-TZVPD RIJCOSX def2/J DEFGRID3
* xyz -2 1
Zn -0.78 0.41 -0.23
C -2.70 -1.47 2.46
C -1.81 -0.33 2.94
N -0.53 -0.28 2.25
C 0.29 -1.48 2.42
C 0.70 -1.80 3.86
C 0.19 0.96 2.56
C 1.40 1.18 1.65
N 1.07 0.75 0.32
C 2.06 0.55 -0.56
C 1.58 -1.75 -1.35
F 0.57 -2.16 -0.46
C 2.83 -2.34 -1.17
F 2.77 -3.63 -0.70
C 4.09 -1.91 -1.49
C 4.55 -0.59 -1.96
F 5.89 -0.74 -2.34
C 4.19 0.77 -1.44
F 5.21 1.72 -1.33
H -3.69 -1.37 2.90
H -2.30 -2.45 2.75
H -2.79 -1.45 1.38
H -1.68 -0.38 4.03
H -2.32 0.62 2.73
H 1.17 -1.36 1.79
H -0.24 -2.33 2.00
H 1.28 -0.98 4.31
H 1.33 -2.69 3.87
H -0.16 -1.99 4.50
H 0.49 1.00 3.61
H -0.53 1.77 2.40
H 2.28 0.63 2.01
H 1.68 2.25 1.70
H 4.86 -2.67 -1.51
N 0.51 -0.14 -3.64
C -0.73 -0.58 -3.19
N -1.58 -1.12 -4.05
N -2.69 -1.36 -3.32
N -2.52 -0.98 -2.10
N -1.27 -0.48 -1.97
C 1.68 0.00 -2.92
N 2.72 0.44 -3.53
N 3.93 0.41 -2.79
N 3.24 1.05 -0.45
N 1.60 -0.36 -1.59
H 0.63 -0.22 -4.64
N -6.27 5.18 1.48
C -5.42 4.45 1.21
C -4.37 3.53 0.87
C -4.67 2.25 0.42
C -3.64 1.38 0.10
C -2.29 1.71 0.24
C -2.03 3.02 0.68
C -3.03 3.92 0.99
H -5.71 1.96 0.30
H -3.90 0.40 -0.29
H -1.00 3.36 0.78
H -2.80 4.93 1.33
*
```

Properties
* gap between HOMO and LUMO: 5.03 eV
* E_LUMO: 4.33 eV


# 2
Computed, not measured: C15H41N3O5Pd as an isolated structure, with ωB97M-V with the def2-TZVPD basis set.

```
! wB97M-V def2-TZVPD RIJCOSX def2/J DEFGRID3
* xyz 2 3
Pd -0.72 0.34 0.36
C -2.86 2.57 -3.03
O -2.39 1.32 -2.55
H -2.57 2.74 -4.06
H -3.95 2.59 -3.01
H -2.44 3.42 -2.49
H -2.81 0.72 -3.17
C 4.91 -2.45 -4.27
O 3.52 -2.14 -3.99
C 2.89 -3.13 -3.13
C 1.71 -2.45 -2.36
N 1.97 -1.31 -1.42
C 2.90 -1.70 -0.35
C 2.48 -2.83 0.59
O 1.22 -2.49 1.09
C 0.67 -3.50 2.04
H 5.50 -2.33 -3.36
H 5.27 -1.77 -5.04
H 4.93 -3.43 -4.74
H 3.62 -3.62 -2.49
H 2.59 -3.92 -3.82
H 1.24 -3.26 -1.81
H 1.00 -2.20 -3.15
H 2.60 -0.82 -2.04
H 3.16 -0.81 0.23
H 3.89 -1.95 -0.75
H 3.21 -2.83 1.41
H 2.61 -3.81 0.12
H -0.33 -3.22 2.39
H 1.23 -3.49 2.97
H 0.60 -4.47 1.54
C 1.48 4.58 3.11
C 1.02 3.77 1.92
C 1.78 4.01 0.58
O 1.17 3.28 -0.47
C 1.59 3.66 -1.83
N 1.17 2.33 2.18
H 2.56 4.60 3.16
H 1.12 4.20 4.07
H 1.02 5.57 3.05
H -0.02 4.06 1.79
H 2.81 3.77 0.84
H 1.78 5.07 0.34
H 1.11 2.98 -2.54
H 2.68 3.65 -1.84
H 1.38 4.72 -1.98
H 0.74 2.20 3.09
H 2.13 2.21 2.48
C -5.01 0.12 3.57
C -3.94 -0.23 2.49
C -4.45 -1.30 1.47
O -3.33 -1.55 0.60
C -3.43 -2.82 -0.10
N -3.58 1.00 1.79
H -5.31 -0.82 4.04
H -5.94 0.57 3.23
H -4.60 0.76 4.35
H -3.07 -0.58 3.03
H -5.26 -0.85 0.89
H -4.91 -2.14 1.99
H -4.47 -3.09 -0.26
H -3.00 -3.65 0.47
H -2.88 -2.77 -1.04
H -4.41 1.27 1.29
H -3.56 1.70 2.52
*
```

Properties
* gap between HOMO and LUMO (alpha / beta): 7.90 / 3.36 eV
* E_LUMO (alpha / beta): -6.54 / -11.08 eV


# 3
Computed, not measured: C31H45N6O2SbSe4Sn as an isolated structure, with ωB97M-V with the def2-TZVPD basis set.

```
! wB97M-V def2-TZVPD RIJCOSX def2/J DEFGRID3
* xyz 0 1
Sn 0.25 2.52 -0.24
Se 3.60 4.14 -2.10
Sb 1.73 3.37 -3.42
Se 2.13 0.85 -1.68
Se -0.46 4.23 -2.79
Se 2.06 2.17 -5.44
N 2.21 1.42 1.11
C 2.97 2.65 1.38
C 4.28 2.43 2.10
C 5.31 1.62 1.30
C 6.03 2.43 0.21
N 5.29 2.76 -1.02
C 5.14 1.97 -2.06
N 5.49 0.67 -2.00
N 4.72 2.48 -3.21
C 1.95 3.52 2.16
O 2.04 3.67 3.38
O 1.05 3.94 1.36
H 2.12 0.88 1.97
H 2.66 0.84 0.41
H 3.12 3.17 0.43
H 4.06 1.93 3.05
H 4.71 3.40 2.37
H 4.84 0.72 0.89
H 6.09 1.28 1.99
H 6.94 1.91 -0.09
H 6.33 3.39 0.64
H 4.93 3.70 -1.12
H 5.65 0.25 -1.10
H 5.17 0.06 -2.73
H 4.34 3.42 -3.23
H 4.37 1.86 -3.93
C -5.75 -0.73 -3.45
C -4.87 -1.64 -2.58
C -4.30 -2.78 -3.44
C -5.73 -2.24 -1.47
C -3.70 -0.82 -2.04
C -2.84 -0.16 -2.91
C -1.81 0.61 -2.39
N -1.60 0.75 -1.09
C -2.39 0.11 -0.23
C -3.45 -0.68 -0.68
C -2.10 0.32 1.21
C -2.78 -0.36 2.22
C -2.51 -0.11 3.56
C -1.54 0.84 3.84
C -0.89 1.48 2.79
N -1.15 1.21 1.51
C -3.30 -0.84 4.64
C -4.74 -0.30 4.61
C -3.30 -2.35 4.38
C -2.71 -0.59 6.04
H -6.62 -1.28 -3.80
H -5.21 -0.35 -4.32
H -6.10 0.13 -2.87
H -5.12 -3.37 -3.86
H -3.68 -3.44 -2.84
H -3.70 -2.40 -4.27
H -6.56 -2.79 -1.92
H -6.15 -1.46 -0.83
H -5.16 -2.94 -0.85
H -2.96 -0.22 -3.98
H -1.12 1.13 -3.05
H -4.08 -1.18 0.04
H -3.54 -1.08 1.95
H -1.28 1.12 4.85
H -0.15 2.25 2.98
H -5.22 -0.53 3.66
H -4.75 0.78 4.76
H -5.32 -0.77 5.41
H -3.79 -2.60 3.44
H -3.84 -2.86 5.18
H -2.28 -2.74 4.36
H -2.78 0.46 6.32
H -1.67 -0.90 6.09
H -3.27 -1.17 6.77
C 1.21 -0.86 -1.26
C 2.07 -2.02 -1.65
C 2.28 -2.31 -3.00
C 3.01 -3.43 -3.38
C 3.54 -4.27 -2.41
C 3.36 -3.98 -1.07
C 2.63 -2.86 -0.69
H 0.28 -0.86 -1.81
H 1.00 -0.86 -0.19
H 1.86 -1.65 -3.75
H 3.16 -3.65 -4.43
H 4.09 -5.16 -2.70
H 3.78 -4.63 -0.31
H 2.46 -2.64 0.36
*
```

Properties
* gap between HOMO and LUMO: 6.15 eV
* E_LUMO: -0.65 eV


# 4
Computed, not measured: a 2-piece molecular cluster, H4N5 overall, with ωB97M-V with the def2-TZVPD basis set.

```
! wB97M-V def2-TZVPD RIJCOSX def2/J DEFGRID3
* xyz 1 1
N 0.41 2.18 2.99
N -0.36 0.77 1.38
N -0.22 1.50 2.25
N -0.32 -0.83 -1.51
N 0.04 -1.37 -0.53
H -0.19 2.56 3.72
H -0.71 -1.39 -2.35
H -0.37 0.25 -1.60
H 0.31 -0.59 0.15
*
```

Properties
* relative energy (zero: lowest compared OMol25 entry of this formula, charge and spin): 336.11 kJ/mol
* gap between HOMO and LUMO: 7.96 eV
* E_LUMO: -6.29 eV


# 5
Computed, not measured: a 12-piece molecular cluster, H24O12 overall, with ωB97M-V with the def2-TZVPD basis set.

```
! wB97M-V def2-TZVPD RIJCOSX def2/J DEFGRID3
* xyz 0 1
O 1.44 -3.69 -0.57
H 1.41 -2.73 -0.70
H 2.40 -3.77 -0.49
O 0.30 0.92 -4.20
H 0.17 -0.04 -4.28
H 1.17 1.02 -4.59
O 2.56 -0.24 -1.21
H 1.68 -0.06 -1.60
H 2.96 0.36 -1.90
O -1.44 -0.08 -2.02
H -1.37 0.56 -1.29
H -1.82 0.28 -2.82
O 0.98 0.80 1.81
H 1.42 1.38 2.45
H 0.05 0.74 2.05
O 3.84 1.55 0.24
H 3.18 0.85 0.09
H 4.73 1.42 -0.10
O -3.38 0.61 2.66
H -3.02 0.96 3.48
H -2.66 0.05 2.35
O -0.58 0.54 4.33
H -0.34 -0.19 3.72
H -1.51 0.36 4.48
O -0.33 -2.67 -3.47
H -0.73 -2.71 -2.60
H -0.19 -3.57 -3.76
O -4.06 2.59 0.62
H -4.63 1.87 0.89
H -3.99 3.05 -0.21
O 2.27 -2.41 2.67
H 2.12 -1.64 2.10
H 3.11 -2.84 2.51
O -1.71 2.20 -0.81
H -0.82 1.94 -0.47
H -2.15 2.21 0.05
*
```

Properties
* relative energy (zero: lowest compared OMol25 entry of this formula, charge and spin): 318.59 kJ/mol
* structure (SMILES): O.O.O.O.O.O.O.O.O.O.O.O
* gap between HOMO and LUMO: 10.66 eV
* E_LUMO: -0.16 eV


# 6
Computed, not measured: one molecule with the formula C5H6O, with ωB97M-V with the def2-TZVPD basis set.

```
! wB97M-V def2-TZVPD RIJCOSX def2/J DEFGRID3
* xyz 0 1
C -1.91 -0.02 0.17
C -0.43 -0.09 0.04
C 0.55 0.80 -0.05
C 1.82 0.02 -0.17
C 1.42 -1.44 -0.12
O 0.10 -1.41 0.00
H -2.25 1.01 0.20
H -2.24 -0.53 1.08
H -2.39 -0.52 -0.68
H 0.44 1.88 -0.05
H 2.55 0.21 0.64
H 2.37 0.20 -1.10
*
```

Properties
* relative energy (zero: lowest compared OMol25 entry of this formula, charge and spin): 243.68 kJ/mol
* gap between HOMO and LUMO: 9.61 eV
* E_LUMO: 0.95 eV


# 7
Computed, not measured: a 2-piece molecular cluster, C4H10O2 overall, with ωB97M-V with the def2-TZVPD basis set.

```
! wB97M-V def2-TZVPD RIJCOSX def2/J DEFGRID3
* xyz 0 1
C -1.96 -0.80 0.20
C -1.06 0.12 -0.60
O 0.30 -0.18 -0.35
C 1.20 0.69 -1.00
C 2.01 0.29 2.05
O 1.90 -0.90 1.53
H -1.77 -1.85 -0.05
H -3.01 -0.58 -0.03
H -1.81 -0.66 1.28
H -1.25 1.18 -0.33
H -1.24 0.01 -1.68
H 1.04 1.73 -0.69
H 1.08 0.60 -2.08
H 1.17 0.91 1.60
H 2.22 0.41 -0.72
H 1.15 -0.97 0.88
*
```

Properties
* relative energy (zero: lowest compared OMol25 entry of this formula, charge and spin): 388.64 kJ/mol
* gap between HOMO and LUMO: 9.03 eV
* E_LUMO: 0.82 eV


# 8
Computed, not measured: one molecule with the formula C4H9NO2, with ωB97M-V with the def2-TZVPD basis set.

```
! wB97M-V def2-TZVPD RIJCOSX def2/J DEFGRID3
* xyz 0 1
C 2.34 -0.23 -1.17
N 1.03 -0.03 -0.56
C 0.99 0.66 0.50
O -0.11 1.00 1.19
C -1.39 0.77 0.58
C -1.94 -0.65 0.75
O -2.04 -1.31 -0.49
H 2.58 -1.30 -1.22
H 2.34 0.15 -2.20
H 3.17 0.27 -0.63
H 1.88 1.09 0.99
H -2.04 1.50 1.04
H -1.30 0.98 -0.49
H -1.34 -1.21 1.48
H -2.95 -0.59 1.17
H -1.23 -1.10 -0.95
*
```

Properties
* relative energy (zero: lowest compared OMol25 entry of this formula, charge and spin): 192.45 kJ/mol
* structure (SMILES): C/N=C/OCCO
* gap between HOMO and LUMO: 10.94 eV
* E_LUMO: 1.02 eV


# 9
Computed, not measured: a 3-piece molecular cluster, C3H10O5 overall, with ωB97M-V with the def2-TZVPD basis set.

```
! wB97M-V def2-TZVPD RIJCOSX def2/J DEFGRID3
* xyz 0 1
O 1.30 2.43 -1.41
C 0.18 2.45 -0.97
O -0.33 3.59 -0.42
C -0.81 1.37 -0.89
C -0.83 0.36 0.29
O -0.61 -0.92 -0.26
H 0.39 4.27 -0.30
H -0.87 0.76 -1.79
H -1.88 1.81 -0.96
H -1.78 0.27 0.79
H -0.10 0.72 1.05
H 0.32 -1.19 -0.29
O 2.17 -2.25 0.11
H 2.17 -2.62 -0.78
H 3.03 -2.50 0.44
O -0.99 -2.79 2.13
H -0.08 -3.07 2.04
H -1.29 -2.66 1.22
*
```

Properties
* relative energy (zero: lowest compared OMol25 entry of this formula, charge and spin): 43.27 kJ/mol
* structure (SMILES): O=C(O)CCO.O.O
* gap between HOMO and LUMO: 10.75 eV
* E_LUMO: 0.31 eV


# 10
Computed, not measured: C12H10BrHfN3 as an isolated structure, with ωB97M-V with the def2-TZVPD basis set.

```
! wB97M-V def2-TZVPD RIJCOSX def2/J DEFGRID3
* xyz 0 1
C -1.70 -0.70 -0.20
C -1.52 -1.20 1.14
C -1.89 -0.15 2.05
H -1.33 -2.23 1.40
C -2.30 0.98 1.27
C -2.20 0.64 -0.11
H -2.54 1.24 -0.95
H -1.71 -1.30 -1.10
H -1.97 -0.29 3.12
H -2.75 1.89 1.68
Hf 0.08 0.38 0.91
Br 1.40 -1.57 0.15
C 2.46 0.66 -2.94
C 1.41 1.46 -3.48
C 0.43 0.59 -4.02
H 1.39 2.55 -3.51
C 0.87 -0.75 -3.81
C 2.11 -0.70 -3.13
H 2.72 -1.56 -2.86
H 3.37 1.03 -2.48
H -0.48 0.88 -4.53
H 0.35 -1.65 -4.14
N 0.76 0.44 2.87
C 1.00 0.12 4.00
N 1.39 -0.15 5.16
C 0.64 -0.23 6.24
N 0.04 -0.37 7.25
*
```

Properties
* relative energy (zero: lowest compared OMol25 entry of this formula, charge and spin): 0.00 kJ/mol
* gap between HOMO and LUMO (alpha / beta): 3.68 / 3.65 eV
* E_LUMO (alpha / beta): -2.57 / -2.60 eV


# 11
Computed, not measured: C30H37BN12OSn as an isolated structure, with ωB97M-V with the def2-TZVPD basis set.

```
! wB97M-V def2-TZVPD RIJCOSX def2/J DEFGRID3
* xyz 1 2
Sn -0.44 -0.15 0.90
C -1.43 -3.77 0.50
C -0.07 -3.46 -0.02
C 0.76 -4.21 -0.87
C 1.94 -3.50 -0.92
N 1.82 -2.41 -0.14
N 0.59 -2.38 0.38
B 2.83 -1.30 0.19
N 2.68 -0.92 1.68
C 3.65 -1.06 2.59
C 3.15 -0.72 3.83
C 1.82 -0.36 3.58
C 0.82 0.04 4.61
N 1.56 -0.48 2.28
N 2.51 -0.12 -0.74
C 3.20 0.29 -1.81
C 2.54 1.35 -2.38
C 1.40 1.52 -1.59
C 0.33 2.53 -1.76
N 1.40 0.61 -0.61
N 4.28 -1.65 -0.03
C 4.99 -2.80 -0.06
C 6.32 -2.49 -0.06
C 6.36 -1.08 -0.02
C 7.55 -0.20 0.04
N 5.13 -0.60 0.01
H -1.43 -4.72 1.03
H -1.72 -2.98 1.18
H -2.16 -3.84 -0.31
H 0.53 -5.13 -1.36
H 2.83 -3.70 -1.48
H 4.64 -1.40 2.35
H 3.67 -0.72 4.76
H 1.20 -0.18 5.60
H 0.61 1.11 4.55
H -0.11 -0.51 4.45
H 4.12 -0.17 -2.10
H 2.83 1.92 -3.23
H 0.75 3.42 -2.23
H -0.44 2.12 -2.41
H -0.11 2.78 -0.80
H 4.50 -3.76 -0.05
H 7.16 -3.15 -0.11
H 8.44 -0.75 -0.25
H 7.42 0.66 -0.61
H 7.69 0.17 1.06
N -3.22 0.19 4.62
C -2.52 0.37 3.49
O -2.08 -0.59 2.87
C -2.37 1.81 3.03
C -1.14 2.09 2.23
H -3.40 -0.74 4.94
H -3.61 0.96 5.13
H -2.39 2.45 3.91
H -3.26 2.00 2.43
H -0.23 2.22 2.79
H -1.27 2.80 1.43
N -2.53 1.70 -0.43
C -2.97 2.37 -1.25
C -3.51 3.22 -2.23
C -4.79 2.97 -2.73
C -5.33 3.81 -3.69
C -4.60 4.89 -4.16
C -3.32 5.13 -3.68
C -2.77 4.30 -2.71
H -5.35 2.12 -2.37
H -6.32 3.61 -4.08
H -5.03 5.54 -4.90
H -2.75 5.96 -4.07
H -1.77 4.48 -2.34
C -1.91 -1.19 -2.74
C -2.91 -1.32 -1.65
N -2.70 -1.08 -0.38
C -3.85 -1.38 0.28
C -4.79 -1.81 -0.61
N -4.18 -1.77 -1.84
H -1.03 -0.69 -2.34
H -2.31 -0.63 -3.58
H -1.62 -2.18 -3.10
H -3.92 -1.28 1.34
H -5.80 -2.15 -0.49
H -4.59 -2.04 -2.72
*
```

Properties
* relative energy (zero: lowest compared OMol25 entry of this formula, charge and spin): 106.38 kJ/mol
* gap between HOMO and LUMO (alpha / beta): 7.85 / 7.39 eV
* E_LUMO (alpha / beta): -2.01 / -3.48 eV


# 12
Computed, not measured: C14H15N3O4PtSSi as an isolated structure, with ωB97M-V with the def2-TZVPD basis set.

```
! wB97M-V def2-TZVPD RIJCOSX def2/J DEFGRID3
* xyz -2 1
Pt 0.32 -0.91 -0.26
O 1.60 -4.83 0.20
C 1.59 -3.60 0.29
O 0.68 -2.89 -0.25
C 2.70 -2.97 1.14
C 3.85 -3.75 1.29
C 4.92 -3.36 2.07
C 4.85 -2.14 2.74
C 3.73 -1.34 2.60
C 2.64 -1.73 1.79
S 1.29 -0.63 1.76
H 3.85 -4.71 0.78
H 5.80 -3.99 2.16
H 5.67 -1.80 3.36
H 3.67 -0.39 3.11
N -4.64 0.87 -4.12
C -3.83 0.04 -3.34
O -4.35 -0.86 -2.68
C -2.41 0.30 -3.41
C -1.50 -0.44 -2.67
N -0.69 -1.05 -2.08
C -1.94 1.37 -4.21
N -1.65 2.24 -4.92
H -5.59 0.87 -3.81
H -4.26 1.76 -4.39
C -2.09 1.22 1.80
Si -0.90 2.03 0.59
C -1.92 3.27 -0.41
C 0.35 3.03 1.61
O -0.17 1.03 -0.42
H -2.59 1.97 2.42
H -1.59 0.50 2.46
H -2.85 0.68 1.24
H -2.39 4.01 0.24
H -2.70 2.74 -0.95
H -1.30 3.79 -1.14
H -0.13 3.79 2.23
H 1.05 3.53 0.93
H 0.93 2.36 2.25
*
```

Properties
* relative energy (zero: lowest compared OMol25 entry of this formula, charge and spin): 0.00 kJ/mol
* gap between HOMO and LUMO: 6.65 eV
* E_LUMO: 4.93 eV


Repeat the sixth record exactly.
Computed, not measured: one molecule with the formula C5H6O, with ωB97M-V with the def2-TZVPD basis set.

```
! wB97M-V def2-TZVPD RIJCOSX def2/J DEFGRID3
* xyz 0 1
C -1.91 -0.02 0.17
C -0.43 -0.09 0.04
C 0.55 0.80 -0.05
C 1.82 0.02 -0.17
C 1.42 -1.44 -0.12
O 0.10 -1.41 0.00
H -2.25 1.01 0.20
H -2.24 -0.53 1.08
H -2.39 -0.52 -0.68
H 0.44 1.88 -0.05
H 2.55 0.21 0.64
H 2.37 0.20 -1.10
*
```

Properties
* relative energy (zero: lowest compared OMol25 entry of this formula, charge and spin): 243.68 kJ/mol
* gap between HOMO and LUMO: 9.61 eV
* E_LUMO: 0.95 eV